(1)
Entry from the OMol25 dataset: a molecular structure, C30H48P2TbTe (the ωB97M-V functional and the def2-TZVPD basis).

Each line ends with the Mulliken charge.
Element x y z (Å)
Tb -0.25 0.27 -0.81  -0.258
C -0.90 -1.92 0.75  0.274
C 0.47 -2.01 0.33  0.792
C 0.34 -0.46 2.04  0.975
C -0.97 -0.98 1.81  0.468
C 1.22 -1.07 1.10  0.189
C -2.02 -2.79 0.31  -1.644
H -1.85 -3.18 -0.70  0.287
H -2.97 -2.23 0.31  0.416
H -2.16 -3.67 0.97  0.308
C -2.14 -0.71 2.67  -1.136
H -3.02 -1.27 2.35  0.465
H -2.38 0.36 2.67  -0.095
H -1.96 -0.99 3.72  0.280
C 0.71 0.39 3.19  -1.250
H 0.67 -0.16 4.15  0.301
H 0.03 1.24 3.27  0.017
H 1.73 0.77 3.09  0.394
C 2.69 -0.88 1.06  -1.512
H 3.22 -1.50 1.80  0.334
H 2.95 0.17 1.26  0.331
H 3.10 -1.15 0.08  0.231
C 1.03 -3.00 -0.62  -1.423
H 1.38 -3.91 -0.11  0.331
H 1.89 -2.59 -1.16  0.296
H 0.28 -3.32 -1.36  0.421
C -1.81 1.25 -5.93  -0.460
C -1.86 -0.13 -5.88  -0.561
C -1.17 -1.00 -6.88  -0.903
C 0.31 -0.60 -7.13  -0.992
C 0.97 0.00 -5.91  0.217
C 1.12 1.34 -5.75  -1.037
C 0.39 2.38 -6.57  -1.117
C -1.06 2.02 -6.96  -1.271
H -1.71 -0.96 -7.85  0.407
H 0.37 0.06 -8.01  0.305
H -1.21 -2.05 -6.56  0.367
H -1.08 1.54 -7.95  0.371
H -2.55 1.83 -5.38  0.884
H -2.68 -0.63 -5.37  0.858
H -1.59 2.97 -7.10  0.432
H 0.37 3.33 -6.01  0.313
H 1.97 1.72 -5.19  1.117
H 0.96 2.60 -7.48  0.429
H 0.85 -1.51 -7.41  0.434
H 1.56 -0.71 -5.32  0.351
P -1.76 0.06 -2.84  0.995
P 1.89 1.52 -1.75  1.251
C -0.62 1.41 -3.43  1.819
C 0.53 2.27 -2.80  -1.705
H -1.30 2.14 -3.89  0.673
H -0.20 0.82 -4.24  -1.877
H 1.09 2.72 -3.63  0.652
H 0.07 3.09 -2.22  0.389
C 2.58 2.93 -0.87  -1.309
H 3.33 2.55 -0.17  0.421
H 1.81 3.45 -0.29  0.228
H 3.04 3.60 -1.60  0.459
C 3.13 0.79 -2.82  -1.269
H 3.55 1.58 -3.46  0.479
H 2.69 -0.01 -3.43  0.093
H 3.89 0.36 -2.15  0.469
C -3.47 0.38 -3.11  -1.208
H -4.01 -0.49 -2.70  0.394
H -3.64 0.52 -4.18  0.434
H -3.75 1.28 -2.53  0.301
C -1.02 -1.50 -3.38  -0.428
H -0.08 -1.78 -2.87  0.066
H -0.83 -1.44 -4.46  -0.392
H -1.78 -2.28 -3.16  0.466
Te -1.62 2.81 0.23  -0.128
C -1.39 3.17 2.30  0.118
C -2.45 2.80 3.17  -0.480
C -2.31 2.94 4.56  -0.579
C -1.13 3.52 5.10  -0.468
C -0.10 3.94 4.22  -0.513
C -0.23 3.78 2.84  -0.347
H -3.36 2.39 2.73  0.573
H -3.10 2.62 5.22  0.392
H -1.03 3.64 6.16  0.423
H 0.79 4.40 4.64  0.384
H 0.55 4.10 2.14  0.291

Results
- Total energy: -80185.7640 eV
- Net charge: +1
- ⟨S²⟩: 12.708
- Multiplicity: 7

(2)
Entry from the OMol25 dataset: a molecular structure, C30H48P2Zr (the ωB97M-V functional and the def2-TZVPD basis).

Each line ends with the Mulliken charge.
Element x y z (Å)
Zr -0.20 0.27 -1.16  -1.681
C -0.89 -1.71 0.24  2.624
C 0.47 -1.85 -0.23  0.032
C 0.46 -0.53 1.71  1.125
C -0.87 -0.90 1.43  0.574
C 1.28 -1.00 0.64  0.206
C -2.05 -2.57 -0.14  -2.056
H -1.88 -3.09 -1.09  0.291
H -2.97 -1.98 -0.23  0.468
H -2.22 -3.33 0.64  0.409
C -2.03 -0.62 2.31  -1.692
H -2.88 -1.26 2.04  0.446
H -2.34 0.42 2.21  0.264
H -1.78 -0.79 3.36  0.364
C 0.94 0.14 2.94  -1.776
H 0.61 -0.39 3.84  0.372
H 0.57 1.16 3.02  0.281
H 2.03 0.18 2.96  0.454
C 2.76 -0.95 0.65  -2.093
H 3.17 -1.56 1.47  0.436
H 3.12 0.08 0.80  0.422
H 3.19 -1.32 -0.29  0.287
C 1.02 -2.99 -1.01  -1.836
H 1.43 -3.75 -0.32  0.355
H 1.84 -2.68 -1.67  0.412
H 0.26 -3.49 -1.62  0.423
C -1.81 1.19 -5.74  -0.091
C -1.94 -0.14 -5.67  -0.504
C -1.19 -1.11 -6.54  -1.113
C 0.34 -0.86 -6.61  -0.953
C 0.96 -0.20 -5.40  0.066
C 1.22 1.13 -5.34  -0.787
C 0.55 2.20 -6.13  -0.723
C -0.89 1.89 -6.69  -1.483
H -1.60 -1.08 -7.55  0.427
H 0.56 -0.27 -7.51  0.353
H -1.36 -2.13 -6.17  0.334
H -0.77 1.32 -7.63  0.337
H -2.51 1.85 -5.21  1.008
H -2.77 -0.61 -5.13  0.799
H -1.35 2.86 -6.97  0.494
H 0.49 3.13 -5.55  0.223
H 2.11 1.47 -4.80  0.837
H 1.18 2.45 -7.00  0.561
H 0.84 -1.83 -6.77  0.402
H 1.38 -0.89 -4.65  0.214
P -2.03 0.20 -2.71  1.162
P 1.87 1.70 -1.81  1.293
C -0.77 1.63 -3.30  -0.599
C 0.44 2.49 -2.75  -1.808
H -1.48 2.36 -3.70  1.150
H -0.39 1.05 -4.14  0.114
H 0.97 2.91 -3.61  0.574
H 0.04 3.35 -2.18  0.789
C 2.56 3.05 -0.82  -1.331
H 3.27 2.60 -0.11  0.418
H 1.75 3.52 -0.25  0.357
H 3.06 3.79 -1.45  0.455
C 3.26 1.01 -2.78  -1.432
H 3.73 1.75 -3.46  0.524
H 2.92 0.14 -3.36  0.267
H 4.02 0.65 -2.06  0.473
C -3.77 0.30 -3.02  -1.130
H -4.25 -0.56 -2.52  0.424
H -4.10 0.31 -4.07  0.508
H -4.17 1.21 -2.54  0.369
C -1.14 -1.33 -3.24  0.018
H -0.33 -1.68 -2.56  -0.216
H -0.66 -1.25 -4.22  -0.776
H -1.87 -2.15 -3.28  0.600
C -2.42 4.64 1.12  -0.664
C -1.76 3.71 1.93  -0.764
C -1.23 2.52 1.37  0.075
C -1.31 2.23 0.00  1.810
C -2.07 3.13 -0.75  -0.594
C -2.57 4.34 -0.22  -0.988
H -2.81 5.57 1.55  0.402
H -1.66 3.89 3.00  0.440
H -0.75 1.82 2.05  -0.239
H -2.32 2.92 -1.79  0.367
H -3.08 5.04 -0.88  0.436

Results
- Total energy: -51728.0344 eV
- Net charge: +2

(3)
Entry from the OMol25 dataset: 10 unconnected molecules or ions with the total composition C30H49F6NO14P (the ωB97M-V functional and the def2-TZVPD basis).

Each line ends with the Mulliken charge.
Element x y z (Å)
P -0.08 -0.29 0.06  1.175
F 1.17 0.65 0.57  -0.365
F -0.46 -0.84 1.63  -0.390
F -1.04 0.99 0.39  -0.347
F -1.35 -1.19 -0.56  -0.361
F 0.29 0.27 -1.45  -0.365
F 1.08 -1.43 -0.05  -0.347
O 2.02 5.21 9.44  -0.599
C 2.50 4.59 8.53  0.473
O 1.98 4.63 7.33  -0.335
C 2.82 3.90 6.40  -0.318
C 3.73 3.05 7.20  -0.469
C 3.66 3.56 8.59  -0.319
H 3.36 4.54 5.70  0.264
H 2.25 3.16 5.84  0.270
H 4.80 3.05 6.95  0.295
H 3.44 2.00 7.18  0.234
H 4.56 4.12 8.87  0.229
H 3.44 2.84 9.38  0.276
O -4.09 2.21 -9.11  -0.613
C -3.64 2.88 -8.17  0.583
O -2.31 3.16 -8.10  -0.356
C -1.88 3.94 -6.94  -0.332
C -3.12 3.69 -6.06  -0.550
C -4.30 3.42 -6.94  -0.399
H -1.79 5.01 -7.14  0.285
H -1.07 3.35 -6.52  0.274
H -3.32 4.59 -5.48  0.341
H -2.88 2.84 -5.42  0.262
H -4.87 4.35 -7.05  0.240
H -5.06 2.65 -6.77  0.263
O -2.70 9.75 0.14  -0.613
C -2.91 9.07 1.15  0.584
O -2.27 9.26 2.32  -0.312
C -2.71 8.22 3.20  -0.396
C -3.19 7.08 2.39  -0.506
C -3.78 7.88 1.18  -0.459
H -3.57 8.51 3.81  0.265
H -1.93 7.85 3.87  0.319
H -3.92 6.52 2.98  0.322
H -2.37 6.53 1.92  0.285
H -4.80 8.14 1.46  0.223
H -3.84 7.46 0.17  0.287
O 0.69 -5.76 -6.20  -0.614
C 1.06 -4.65 -6.51  0.501
O 0.42 -4.02 -7.48  -0.330
C 0.84 -2.69 -7.44  -0.361
C 2.12 -2.59 -6.84  -0.444
C 2.18 -3.76 -5.91  -0.430
H 0.06 -2.08 -6.99  0.262
H 0.96 -2.21 -8.42  0.288
H 2.27 -1.58 -6.44  0.345
H 2.91 -2.58 -7.60  0.232
H 1.87 -3.57 -4.88  0.242
H 3.07 -4.36 -5.70  0.309
O -8.55 -2.86 -6.12  -0.619
C -7.91 -3.89 -6.29  0.566
O -8.47 -4.91 -6.86  -0.334
C -7.65 -6.09 -6.80  -0.375
C -6.19 -5.59 -6.59  -0.462
C -6.46 -4.25 -5.90  -0.472
H -7.57 -6.66 -7.72  0.302
H -7.99 -6.75 -6.01  0.269
H -5.61 -5.36 -7.48  0.250
H -5.59 -6.27 -5.98  0.322
H -5.82 -3.40 -6.14  0.299
H -6.27 -4.28 -4.82  0.253
O 4.30 -6.56 8.21  -0.587
C 3.79 -6.26 7.14  0.512
O 3.66 -4.96 6.74  -0.331
C 3.37 -4.97 5.31  -0.374
C 2.66 -6.34 5.16  -0.568
C 3.54 -7.17 6.01  -0.383
H 4.23 -5.03 4.63  0.234
H 2.83 -4.09 4.95  0.356
H 2.43 -6.79 4.19  0.356
H 1.70 -6.60 5.61  0.274
H 4.49 -7.38 5.53  0.230
H 3.05 -8.08 6.36  0.282
C -1.65 -6.82 -0.31  -0.529
O -2.35 -6.12 0.75  -0.508
H -1.83 -7.90 -0.24  0.238
H -1.87 -6.49 -1.32  0.243
H -0.57 -6.74 -0.21  0.240
H -2.04 -5.21 0.71  0.317
C -2.77 1.46 7.75  -0.490
O -2.06 0.23 7.66  -0.528
H -3.81 1.45 7.44  0.248
H -2.89 1.92 8.73  0.244
H -2.25 2.02 6.97  0.214
H -1.96 -0.14 6.79  0.313
N 9.14 3.52 0.34  -0.006
C 9.73 3.24 1.50  -0.441
C 9.44 1.95 1.93  -0.581
C 8.35 1.50 1.11  -0.275
C 8.26 2.48 0.11  -0.383
H 9.25 4.37 -0.20  0.203
H 10.41 4.00 1.84  0.358
H 9.83 1.39 2.77  0.367
H 7.67 0.67 1.09  0.389
H 7.69 2.45 -0.81  0.369

Results
- Total energy: -87657.5851 eV
- Net charge: -1

total energy of number 2 (C30H48P2Zr)?
-51728.0344 eV

Look up the total energy of the second one.
-51728.0344 eV